[1]
110
Properties=species:S:1:pos:R:3 method="wB97M-V/def2-TZVPD" relative_energy_kcal_mol=7.0 multiplicity=1 gap_ev=6.92 e_tot_ha=-10109.66489 charge=-1
Ir -0.7554 -0.7792 0.1284
O -1.4948 1.5699 3.3860
As -1.8137 2.2809 1.7909
O -1.4780 3.8834 1.8983
O -0.9222 1.4373 0.6467
C -3.6991 2.0511 1.5094
C -4.4606 3.2136 1.4903
C -5.8202 3.1553 1.2256
C -6.4324 1.9282 1.0164
C -5.6843 0.7624 1.0449
C -4.3132 0.8267 1.2784
S -3.4445 -0.7270 1.1489
O -2.9716 -0.8203 -0.2548
O -4.4170 -1.7105 1.5202
O -2.2399 -0.7335 2.0258
H -1.6980 0.6261 3.2632
H -3.9552 4.1525 1.6809
H -6.4012 4.0672 1.1693
H -7.4945 1.8741 0.8130
H -6.1376 -0.2079 0.9001
C -3.2304 0.4881 -7.4594
C -2.4058 0.4481 -6.1987
C -1.1350 -0.0983 -6.1882
C -0.3656 -0.1410 -5.0243
C 1.0367 -0.6958 -5.0823
C -0.9068 0.3486 -3.8424
C -2.1783 0.9435 -3.8344
C -2.7352 1.5201 -2.5595
C -2.9008 0.9910 -5.0143
C -0.1972 0.1991 -2.5148
O 0.5809 1.0459 -2.1292
O -0.5426 -0.9097 -1.8877
H -2.7236 -0.0259 -8.2764
H -3.4151 1.5190 -7.7695
H -4.2001 0.0107 -7.3050
H -0.7262 -0.5152 -7.1045
H 1.5874 -0.2358 -5.9049
H 1.0273 -1.7746 -5.2418
H 1.5720 -0.4892 -4.1568
H -2.0084 2.1756 -2.0759
H -2.9604 0.7216 -1.8532
H -3.6492 2.0826 -2.7530
H -3.8901 1.4398 -5.0093
C -3.0039 -4.3204 0.2808
Si -1.3209 -4.5898 -0.4684
C -0.7307 -6.2677 0.1730
C -1.4401 -4.7474 -2.3374
As 0.2256 -3.0022 0.3412
Si 1.9874 -3.4657 -1.1639
C 2.5992 -5.2130 -0.7962
C 3.4522 -2.3430 -0.8131
C 1.6471 -3.3817 -3.0091
H -3.7337 -5.0660 -0.0463
H -3.3910 -3.3359 0.0202
H -2.9420 -4.3515 1.3712
H -1.3386 -7.0936 -0.2091
H -0.7784 -6.2847 1.2651
H 0.3064 -6.4509 -0.1083
H -2.3391 -5.2978 -2.6313
H -0.5705 -5.2758 -2.7320
H -1.4782 -3.7592 -2.8033
H 2.5582 -5.4241 0.2754
H 3.6337 -5.3274 -1.1333
H 1.9997 -5.9693 -1.3072
H 3.6726 -2.3225 0.2565
H 3.2169 -1.3194 -1.1131
H 4.3489 -2.6594 -1.3540
H 1.3171 -4.3419 -3.4081
H 2.5411 -3.0698 -3.5575
H 0.8604 -2.6511 -3.1970
C 4.4771 0.8148 3.8723
C 3.8846 -0.4111 4.5777
C 2.7691 -1.1053 3.7902
C 1.4040 -0.4281 3.8410
N 1.3835 0.9383 3.3223
C 1.3805 1.2758 2.0216
Se 1.6224 0.0912 0.5973
N 1.3240 2.6108 1.9228
C 1.3158 3.3850 0.6785
C 2.5976 4.2001 0.5163
C 3.8714 3.3582 0.4493
C 4.0115 2.5900 -0.8650
C 1.2283 3.1509 3.1978
C 1.0985 4.4613 3.6391
C 1.0775 4.6652 5.0034
C 1.1675 3.5930 5.9059
C 1.2655 2.2890 5.4633
C 1.2858 2.0890 4.0881
H 5.4422 1.0821 4.3069
H 3.8311 1.6893 3.9551
H 4.6300 0.6039 2.8107
H 3.5210 -0.1256 5.5714
H 4.6872 -1.1368 4.7288
H 2.6262 -2.1170 4.1775
H 3.0692 -1.1914 2.7446
H 1.0451 -0.3810 4.8692
H 0.6971 -1.0215 3.2589
H 0.4375 4.0286 0.7236
H 1.1748 2.6838 -0.1429
H 2.6762 4.8967 1.3561
H 2.5053 4.7913 -0.3986
H 3.8839 2.6545 1.2886
H 4.7357 4.0163 0.5732
H 3.2118 1.8585 -0.9871
H 4.9616 2.0521 -0.8932
H 3.9790 3.2741 -1.7170
H 0.9812 5.2791 2.9429
H 0.9817 5.6722 5.3879
H 1.1367 3.7913 6.9694
H 1.3215 1.4642 6.1607



[2]
103
Properties=species:S:1:pos:R:3 method="wB97M-V/def2-TZVPD" relative_energy_kcal_mol=42.5 multiplicity=3 gap_ev="6.21 / 5.24" e_tot_ha=-7599.66704 charge=+3
W -2.5383 -2.8934 20.8792
C -1.3161 -5.4826 22.8789
C -0.1829 -5.3859 21.8811
S -0.2365 -3.8636 20.8949
C 3.2910 -4.8168 22.9053
C 3.6687 -5.9287 22.2769
S -2.1413 -4.4707 19.0110
C -3.1897 -5.9272 19.4431
C -2.7742 -6.3829 20.8172
S -2.9176 -5.0264 22.1053
H -1.0439 -4.7744 23.6966
H -1.4041 -6.5667 23.2057
H -0.0761 -6.2282 21.2038
H 0.6816 -5.3450 22.5163
H 3.3881 -4.6832 24.0054
H 2.8669 -3.9365 22.3506
H 4.1153 -6.7738 22.8188
H 3.4992 -6.1831 21.2515
H -2.9287 -6.6456 18.6382
H -4.2211 -5.6729 19.2967
H -1.6251 -6.5568 20.7549
H -3.3029 -7.2490 21.2886
C -5.1522 -0.1185 22.4894
Ge -3.8379 -1.1033 23.4854
C -2.8835 0.0281 24.6715
C -4.7057 -2.4822 24.5363
C -2.2836 -2.2601 22.8141
H -4.7373 0.5589 21.7314
H -5.5904 0.5438 23.2145
H -5.9772 -0.6702 22.0700
H -3.4325 0.9588 24.8846
H -1.9126 0.3752 24.3857
H -2.7722 -0.3632 25.6810
H -5.4584 -2.1768 25.2480
H -3.8548 -2.8656 25.1037
H -5.2573 -3.1397 23.8298
H -2.3378 -2.9247 23.6963
H -1.3890 -1.5885 22.9967
C -7.3779 -4.4869 22.6499
N -6.9709 -3.2970 21.9125
C -7.9334 -2.2321 21.5737
C -5.8065 -3.2465 21.3586
N -4.6367 -3.2391 21.0653
H -6.5082 -4.6701 23.4193
H -7.5205 -5.3838 22.0222
H -8.1050 -4.2491 23.3984
H -8.8168 -2.5693 21.0586
H -7.4696 -1.4496 21.0359
H -8.2565 -1.8044 22.4847
C -1.5212 3.4197 20.3355
C -2.0575 2.5857 21.3059
C -1.8656 1.2026 21.1502
C -1.1389 0.6555 20.0698
C -0.5923 1.5751 19.1257
C -0.6834 2.9537 19.3082
As -0.5491 -1.1707 20.1612
C 0.5108 -1.6419 18.6173
C 0.0207 -2.0462 17.3849
C 0.9955 -2.5292 16.4629
C 2.3985 -2.3972 16.7586
C 2.7834 -1.9053 17.9770
C 1.8578 -1.5734 18.9588
C 2.1318 -1.2004 20.3477
C 3.3977 -1.2786 20.9092
C 3.5154 -0.9910 22.2880
C 2.4462 -0.8045 23.2202
C 1.1725 -0.8521 22.6359
C 1.0475 -1.0723 21.2479
H -1.6154 4.4826 20.4867
H -2.4910 2.8670 22.2428
H -2.2453 0.5141 21.9430
H 0.0000 1.1584 18.2679
H -0.0778 3.5739 18.6598
H -0.9787 -1.8433 17.0410
H 0.6720 -2.9897 15.5581
H 3.1139 -2.7917 16.0409
H 3.8458 -1.9340 18.2190
H 4.2276 -1.4565 20.2012
H 4.5412 -0.9685 22.6762
H 2.6491 -0.4652 24.2289
H 0.2643 -0.5371 23.1953
C -6.8981 -3.5790 16.3964
C -6.0080 -2.3257 16.7140
C -5.3876 -2.3110 18.1330
S -3.8168 -1.4729 18.2617
O -3.4389 -1.3480 19.8050
C -4.2683 0.2354 17.9346
C -5.0819 0.9126 18.9605
C -4.9182 2.4421 18.8171
H -7.5041 -3.8680 17.2922
H -6.2420 -4.3997 16.1916
H -7.6607 -3.3444 15.6624
H -6.4714 -1.3776 16.5474
H -5.2080 -2.4471 15.9634
H -5.1616 -3.3588 18.4464
H -6.1110 -1.8693 18.8622
H -4.6775 0.1393 16.9400
H -3.2410 0.6702 17.8178
H -4.6319 0.6368 19.8848
H -6.1209 0.5707 19.0279
H -3.9034 2.7471 19.1622
H -5.6083 3.1097 19.4063
H -5.0093 2.8236 17.7498